# 1
The following is a DFT calculation (wB97M-V/def2-TZVPD) of C51H48N7O2P2Se2Ti as an isolated structure at a distorted geometry.

```
113
Properties=species:S:1:pos:R:3:forces:R:3
Ti -0.3884 -1.0230 1.0655 1.38 1.84 2.77
N 1.5699 -3.9364 -1.4448 0.30 1.29 1.37
C 1.3867 -2.9322 -0.5244 -1.00 -0.89 -0.54
N 0.2378 -2.3269 -0.3518 1.81 -1.91 -1.21
C -0.8257 -2.6790 -1.1725 -2.25 0.14 0.22
N -2.0333 -2.3195 -0.8177 0.85 -1.22 -1.80
N -2.0342 -1.6288 0.3229 0.42 0.19 0.62
C -3.1635 -1.4869 1.0286 -1.24 0.21 0.75
C -2.9977 -0.8121 2.2347 -0.28 -0.27 -0.78
C -4.0208 -0.6262 3.1999 -0.01 0.21 0.45
C -3.7362 0.0186 4.3672 -0.34 -0.35 -0.40
C -2.4380 0.5265 4.5709 0.72 -0.07 -0.55
C -1.4949 0.3427 3.5864 0.08 0.96 1.63
N -1.7183 -0.3249 2.4514 -0.62 -0.98 -0.91
C -0.6043 -3.5117 -2.3339 0.56 -0.43 -0.21
C -1.5597 -3.7117 -3.3233 0.17 -0.15 -0.14
C -1.2938 -4.5667 -4.3836 -0.22 0.16 0.17
C -0.0872 -5.2436 -4.4492 0.31 -0.04 0.12
C 0.8794 -5.0557 -3.4718 -0.02 0.08 0.00
C 0.6333 -4.1779 -2.4261 -1.24 -0.05 -0.63
H 2.4607 -4.4057 -1.4973 0.03 0.22 0.08
H 2.2429 -2.6670 0.0763 -0.02 0.01 0.12
H -4.0962 -1.9326 0.6983 0.16 0.09 -0.02
H -5.0046 -1.0244 2.9913 -0.01 0.01 0.00
H -4.4870 0.1410 5.1342 -0.12 0.01 0.00
H -2.1835 1.0425 5.4845 0.09 0.08 -0.06
H -0.4986 0.7627 3.7131 -0.18 -0.14 -0.10
H -2.4956 -3.1824 -3.2425 -0.11 0.04 0.01
H -2.0348 -4.7153 -5.1553 -0.06 0.01 -0.03
H 0.1121 -5.9190 -5.2688 0.01 -0.03 -0.04
H 1.8263 -5.5769 -3.5122 0.07 -0.05 -0.08
N 1.6214 1.5145 -2.0682 -0.10 -0.28 -0.08
P 1.6103 -0.1755 -1.9253 0.61 1.18 -1.06
C 1.8230 -0.5550 -3.7247 -0.06 -0.09 0.23
C 0.8341 -1.2447 -4.4100 0.03 0.02 0.14
C 0.9828 -1.5408 -5.7546 -0.04 -0.08 -0.17
C 2.1201 -1.1339 -6.4306 -0.08 -0.08 -0.09
C 3.1039 -0.4236 -5.7594 0.14 0.09 -0.05
C 2.9569 -0.1362 -4.4156 0.00 -0.02 -0.14
C 3.3810 -0.4831 -1.5024 -0.33 -0.26 0.20
C 3.9773 -1.6833 -1.8821 -0.02 0.11 0.11
C 5.2756 -1.9708 -1.5059 0.11 -0.19 -0.01
C 5.9941 -1.0626 -0.7425 0.11 -0.05 0.07
C 5.4076 0.1335 -0.3627 0.10 0.01 -0.02
C 4.1065 0.4225 -0.7395 -0.07 0.10 -0.07
P 0.5205 2.4679 -1.1651 0.44 0.34 -0.36
C -0.1107 3.4800 -2.5724 0.02 -0.08 0.21
C -0.8377 2.8067 -3.5500 0.06 -0.06 0.06
C -1.3803 3.4872 -4.6250 -0.07 -0.03 -0.05
C -1.2092 4.8582 -4.7341 0.04 0.05 -0.06
C -0.4869 5.5349 -3.7663 0.00 0.12 -0.03
C 0.0500 4.8545 -2.6877 0.14 -0.06 -0.03
C 1.7277 3.6670 -0.4491 -0.19 -0.09 -0.04
C 1.6004 4.0289 0.8855 -0.07 -0.02 -0.09
C 2.5178 4.8861 1.4699 0.12 0.13 0.12
C 3.5829 5.3747 0.7305 0.02 0.03 0.13
C 3.7226 5.0106 -0.5997 0.14 0.02 -0.14
C 2.7979 4.1659 -1.1860 -0.02 0.00 0.12
H 2.1379 1.9333 -2.8376 -0.04 -0.14 0.14
H -0.0525 -1.5615 -3.8808 -0.08 0.02 -0.02
H 0.2120 -2.0998 -6.2659 -0.07 -0.02 -0.07
H 2.2412 -1.3678 -7.4793 0.00 -0.01 -0.06
H 3.9942 -0.1024 -6.2837 0.02 0.03 -0.04
H 3.7386 0.4016 -3.8936 0.05 0.01 0.00
H 3.4162 -2.3772 -2.4970 0.09 -0.03 -0.10
H 5.7294 -2.9037 -1.8140 0.08 -0.04 0.00
H 7.0052 -1.2970 -0.4388 0.04 0.02 0.01
H 5.9600 0.8454 0.2346 0.05 0.04 0.04
H 3.6396 1.3496 -0.4335 0.00 0.05 -0.03
H -0.9805 1.7372 -3.4559 -0.07 -0.08 -0.02
H -1.9500 2.9527 -5.3729 -0.05 -0.03 -0.01
H -1.6411 5.3991 -5.5647 -0.05 0.01 -0.02
H -0.3470 6.6046 -3.8408 -0.04 0.08 -0.02
H 0.5931 5.3996 -1.9295 0.00 0.06 0.04
H 0.7873 3.6208 1.4709 -0.06 0.02 0.03
H 2.4068 5.1669 2.5079 0.00 0.01 0.08
H 4.3105 6.0317 1.1899 -0.01 0.03 0.02
H 4.5546 5.3879 -1.1804 0.03 0.02 -0.02
H 2.9019 3.8982 -2.2287 0.05 0.02 -0.09
O 1.7109 -1.7483 5.5703 -0.11 -0.51 0.37
C 2.0212 -0.9193 4.4839 -0.05 0.31 -0.63
C 2.7724 -1.6476 3.3556 0.11 -0.08 0.33
C 4.1350 -2.0825 3.9626 -0.38 0.28 0.36
O 4.9004 -2.9493 3.1594 0.22 -0.38 -0.45
C 3.0435 -0.6984 2.1894 -0.21 0.08 -0.02
Se 1.5672 0.4603 1.5101 0.38 -0.10 0.09
C 2.0466 -2.9337 2.9467 -0.54 -0.07 -0.21
Se 0.0543 -2.9090 2.7461 0.41 0.35 0.12
H 1.0118 -2.3482 5.2664 -0.05 0.17 0.07
H 2.6587 -0.1118 4.8558 -0.07 0.05 0.06
H 1.1067 -0.4803 4.0641 0.29 -0.06 0.11
H 3.9363 -2.5375 4.9452 0.02 0.10 -0.17
H 4.7627 -1.2016 4.1163 -0.07 0.02 0.03
H 4.4161 -3.7767 3.0587 0.05 0.09 0.04
H 3.4373 -1.2476 1.3319 0.09 0.04 0.08
H 3.8036 0.0254 2.4910 0.01 -0.06 -0.06
H 2.2031 -3.6998 3.7144 0.04 0.04 -0.14
H 2.4457 -3.3066 2.0009 0.18 -0.08 0.16
C -2.1145 2.1773 0.5183 -0.38 -0.23 0.15
C -2.8090 3.0232 -0.3068 0.43 -0.47 0.57
C -4.0080 2.5950 -0.9615 -0.40 -0.03 -0.32
C -4.7014 3.4058 -1.8054 0.20 -0.12 0.11
C -4.2374 4.7094 -2.0880 0.19 -0.09 0.29
C -3.0733 5.1681 -1.4348 -0.07 -0.12 0.05
C -2.3941 4.3675 -0.5666 -0.08 0.36 -0.07
C -4.9053 5.5154 -3.0068 -0.18 0.25 -0.31
N -5.4515 6.1722 -3.7852 -0.24 0.30 -0.33
H -2.4624 1.1626 0.6667 -0.10 0.12 0.07
H -1.2463 2.4966 1.0767 0.03 0.04 0.06
H -4.3567 1.5929 -0.7564 -0.10 -0.14 0.02
H -5.6188 3.0649 -2.2695 -0.01 -0.05 -0.05
H -2.7266 6.1724 -1.6456 0.04 0.04 0.01
H -1.5041 4.7325 -0.0684 0.08 0.09 0.05
```
Forces are in eV/Å.

Computed properties:
- total charge = -1
- DFT total energy (Eh) = -8841.11031

# 2
The following is a DFT calculation (wB97M-V/def2-TZVPD) of C45H56N10PRbS3 as an isolated structure at a distorted geometry.

```
116
Properties=species:S:1:pos:R:3:forces:R:3
Rb 11.6922 10.8469 11.8604 -0.14 0.22 0.13
C 9.8897 12.8992 8.5328 -0.67 -0.21 0.57
C 8.7247 12.8927 9.5919 0.31 -0.08 -1.46
C 8.8141 14.0636 10.4716 0.11 2.27 0.55
C 8.6421 15.4113 10.0015 -0.08 -1.75 1.73
C 8.8370 16.4535 10.9470 0.01 0.54 -1.56
C 9.2397 16.1574 12.2251 -0.60 -2.85 -0.39
C 9.3302 14.7695 12.5824 1.95 2.12 0.84
N 9.1865 13.7881 11.7312 -0.57 -0.56 -0.43
N 10.8758 11.8148 8.7486 -0.86 -0.66 -0.81
C 12.1833 12.2033 8.1757 0.63 0.11 -0.39
C 13.3240 11.1526 8.2681 0.90 0.21 -1.48
C 13.7871 10.3577 7.1565 -1.74 0.70 -0.39
C 14.8525 9.5020 7.3185 0.52 -0.13 2.24
C 15.4759 9.4631 8.6446 -0.51 -0.10 -2.51
C 15.0412 10.3423 9.6184 0.26 -0.41 -0.62
N 14.0448 11.2048 9.3632 -0.86 -0.18 1.60
C 10.3373 10.5654 8.0182 0.29 1.81 0.17
C 9.2650 9.8360 8.8029 1.41 -0.84 0.49
C 7.9136 9.9395 8.6851 -1.74 1.08 -1.81
C 7.0366 9.2619 9.5083 0.32 -1.00 0.62
C 7.5589 8.2568 10.3356 0.07 1.05 0.40
C 8.9603 8.2072 10.4380 -0.85 1.03 -1.71
N 9.7766 8.9849 9.7058 -0.09 -0.32 0.72
H 10.3289 13.8849 8.4770 0.68 0.19 0.67
H 9.4160 12.8804 7.5567 -0.01 -0.71 -0.63
H 8.7877 12.0001 10.1948 -0.03 -0.16 0.14
H 7.7660 12.8837 9.0531 0.18 -0.04 0.16
H 8.2963 15.4608 8.9742 0.15 0.77 0.10
H 8.7678 17.5316 10.6709 -0.10 -1.03 -0.04
H 9.4884 16.9039 12.9174 0.19 0.86 0.90
H 9.8556 14.5053 13.5310 -0.94 0.17 -0.48
H 12.6057 13.0915 8.7253 -0.77 -0.76 -0.50
H 12.0141 12.4790 7.1087 0.37 -0.04 0.33
H 13.2225 10.4637 6.1861 0.73 -0.33 1.07
H 15.1929 8.7943 6.5454 -0.17 0.67 0.35
H 16.3193 8.7832 8.7216 -0.15 0.19 0.62
H 15.4867 10.3536 10.6211 -0.06 0.15 -0.49
H 11.1967 9.9325 7.9216 0.21 -0.66 0.02
H 10.0329 10.8664 6.9876 -0.13 -0.19 0.58
H 7.4373 10.5025 7.8545 0.64 0.12 0.75
H 5.9826 9.5339 9.4943 0.15 -0.45 -0.16
H 6.9060 7.6469 10.9687 0.39 0.20 -0.26
H 9.4520 7.5044 11.0431 0.47 -0.82 0.91
S 15.0821 12.6022 15.7729 0.11 -0.07 -0.43
P 13.5921 13.8756 15.3596 0.49 -0.92 1.20
S 12.1695 13.3349 14.1250 -0.44 0.05 -0.52
C 14.3620 15.4542 14.9260 -1.08 -0.21 -0.49
C 15.5242 15.8319 15.5586 0.59 0.98 -0.79
C 16.2828 16.8936 15.0750 0.12 0.78 -0.06
C 15.8270 17.7102 14.0266 -1.36 -1.38 -0.36
C 14.5890 17.3602 13.4744 -0.50 -1.27 0.36
C 13.8331 16.2275 13.9184 -0.79 2.18 -0.79
C 12.8655 14.2270 17.0001 -0.07 -0.31 -0.39
C 12.7157 13.1993 17.9053 0.71 -0.94 0.67
C 12.2991 13.4893 19.2226 0.74 -3.85 -0.94
C 11.9086 14.7145 19.5511 -1.60 2.95 1.83
C 12.1149 15.7811 18.6739 0.98 0.24 0.07
C 12.6054 15.5221 17.4007 -0.38 0.59 0.35
H 15.7782 15.3008 16.4345 0.78 -0.65 0.63
H 17.2507 17.1391 15.4895 -0.02 -0.10 0.41
H 16.3464 18.5576 13.6011 0.34 -0.10 0.25
H 14.1641 17.8321 12.6134 0.00 0.82 -0.22
H 12.7323 16.1709 13.5621 2.23 -0.62 0.35
H 13.0750 12.1766 17.6150 -0.49 1.10 0.40
H 12.3685 12.6704 19.9742 -0.52 0.65 -0.62
H 11.3611 14.9273 20.5130 1.16 -0.26 -0.78
H 12.2285 16.7818 19.1046 -0.92 -0.11 -0.43
H 12.8011 16.3238 16.7045 0.08 0.25 0.10
S 18.5127 9.6538 11.0624 -0.26 0.37 0.48
C 18.3813 11.2932 11.5079 1.11 0.07 0.16
N 18.3835 12.2346 10.5544 -0.38 1.59 -2.00
C 18.2164 13.7122 10.7525 1.47 -0.54 1.05
C 17.5496 13.9458 12.1290 -1.23 -0.28 -1.64
C 18.2767 13.1751 13.1812 1.16 -0.63 1.58
N 18.4651 11.7591 12.7784 -0.72 0.20 -0.41
H 18.4669 11.9662 9.5492 -0.24 -0.24 1.76
H 17.6989 14.1064 9.8983 -0.72 0.07 -0.19
H 19.2231 14.2290 10.7049 -0.79 -0.67 0.31
H 16.4568 13.6380 12.0581 1.30 -0.07 0.23
H 17.4768 14.9932 12.3689 0.34 0.48 0.13
H 17.6691 13.2019 14.1121 0.32 -0.21 -0.51
H 19.3225 13.5498 13.4818 -1.49 0.00 -0.76
H 18.5220 11.0744 13.5088 -0.15 -0.20 -0.05
C 16.3227 7.4719 14.6433 -1.21 -0.03 -0.94
C 15.3987 8.5094 15.3265 1.24 0.59 0.09
C 14.4331 9.0760 14.3868 -1.43 1.92 -1.78
N 13.7011 9.6135 13.6460 1.70 -1.72 1.72
H 16.9470 6.8885 15.2936 0.04 -0.06 0.74
H 17.0031 7.9605 13.9340 -0.43 -0.13 -0.08
H 15.6271 6.7627 14.1222 0.94 0.48 0.13
H 15.9717 9.3304 15.8229 -0.44 -0.32 -0.69
H 14.8291 8.0997 16.1272 -0.48 -0.69 0.65
C 6.7214 12.2726 16.5808 0.18 0.80 1.05
C 6.7380 12.5487 15.0772 0.05 0.02 0.70
N 7.4515 11.5309 14.3328 0.85 -0.06 -0.16
C 8.1505 10.4698 14.9167 1.11 1.00 0.52
N 9.2417 10.0966 14.3121 -0.82 -1.48 0.27
C 9.8270 8.8358 14.8152 0.76 -0.18 -0.07
C 9.5649 8.4987 16.2989 0.79 -0.40 0.16
C 8.1247 8.7304 16.6753 -0.29 0.05 -1.57
N 7.7153 10.0188 16.1538 -1.04 1.46 -0.11
C 6.7729 10.8249 16.9863 2.10 -0.77 -0.67
H 5.7867 12.6888 17.0155 0.63 -0.03 -0.23
H 7.5707 12.7426 17.1245 -0.44 0.09 -0.72
H 7.1511 13.5690 14.9095 -0.16 -0.71 -0.07
H 5.7251 12.5229 14.7178 -0.65 0.34 -0.13
H 7.9876 11.9383 13.5659 -0.01 -0.51 0.23
H 10.9389 8.8880 14.6563 -0.91 -0.02 0.19
H 9.4951 7.9594 14.2341 -0.12 0.34 -0.24
H 10.2148 9.1666 16.8628 -0.06 -0.03 0.39
H 9.8353 7.4386 16.5528 -0.02 0.91 -0.39
H 7.9144 8.6446 17.7337 0.09 0.23 0.24
H 7.4919 8.0049 16.1524 0.05 -0.47 0.27
H 7.2082 10.7228 17.9821 -0.27 0.28 0.21
H 5.8182 10.3908 17.0261 -1.52 -0.81 -0.21
```
Forces are in eV/Å.

Computed properties:
- DFT total energy (Eh) = -3855.93031

# 3
The following is a DFT calculation (wB97M-V/def2-TZVPD) of C3H3OS2 as an isolated structure at a distorted geometry.

```
9
Properties=species:S:1:pos:R:3:forces:R:3
C -0.4192 -0.5635 -0.0473 2.42 2.47 -3.11
C -0.9128 -0.2959 1.2613 0.31 -0.20 1.02
C 0.7919 0.7384 -0.8476 -2.27 -2.19 2.46
O -1.8259 0.2773 1.7958 -0.34 0.34 -0.14
S 0.4166 -1.2477 1.8309 0.33 0.07 0.52
S -0.9507 -1.6622 -1.1509 -0.49 -0.50 -0.42
H 0.6412 1.6489 -0.2808 0.09 0.22 -0.03
H 0.4918 0.7974 -1.8763 -0.20 -0.09 -0.28
H 1.7672 0.3071 -0.6852 0.15 -0.11 -0.02
```
Forces are in eV/Å.

Computed properties:
- total charge = -1
- DFT total energy (Eh) = -987.72120